Record 1
Entry from OMol25: C21H22ClCoF2N3O7 as an isolated structure at a distorted geometry (wB97M-V/def2-TZVPD).

The geometry in XYZ format:
```
57
Properties=species:S:1:pos:R:3:forces:R:3
Co -0.3425 -0.5413 0.5210 0.3 1.0 0.1
C 1.2120 2.3091 1.1728 0.0 -0.1 0.1
O 0.0430 1.4953 1.2978 -0.3 0.2 0.5
C -0.6788 1.7800 2.5183 0.2 -0.4 0.7
C -2.1399 1.3850 2.3751 0.3 -0.5 -0.2
O -2.2512 -0.0302 2.2052 -0.3 0.4 0.6
C -2.4824 -0.6607 3.4861 0.3 -0.5 -0.1
H 0.9220 3.3717 1.1691 0.1 -0.3 0.0
H 1.6793 2.0737 0.2099 -0.1 0.0 0.4
H 1.9118 2.1268 2.0214 -0.4 0.1 -0.5
H -0.6194 2.8567 2.7366 0.1 -0.2 -0.1
H -0.2161 1.1916 3.3535 -0.2 0.5 -0.6
H -2.5560 1.8696 1.4852 -0.1 -0.1 0.1
H -2.7046 1.6709 3.2759 0.2 0.2 -0.3
H -3.4132 -0.2631 3.9208 0.3 0.0 -0.1
H -1.6190 -0.4894 4.1697 -0.6 -0.1 -0.4
H -2.5718 -1.7525 3.3219 0.0 0.9 0.1
F -6.0949 1.2659 -0.3544 0.3 0.0 -0.1
C -4.8301 1.1551 -0.8325 0.0 0.2 -0.6
C -4.0499 0.1182 -0.3811 0.2 -0.5 0.6
C -2.7158 -0.0247 -0.8485 -0.6 1.5 -1.3
C -2.2495 0.9413 -1.8276 -0.4 -0.4 0.3
C -3.1297 1.9489 -2.2622 0.4 -0.4 0.3
F -2.6497 2.8642 -3.1539 -0.4 -0.3 0.3
C -4.4285 2.0891 -1.8015 0.0 0.0 0.3
C -0.8778 0.8011 -2.3942 -0.3 0.3 0.1
C -0.6988 0.8693 -3.7942 -0.1 0.3 0.1
C 0.5728 0.8455 -4.3380 0.0 0.0 0.4
C 1.6300 0.8124 -3.4270 1.0 0.0 -0.5
C 1.3802 0.7412 -2.0748 0.2 -0.2 0.6
N 0.1534 0.6724 -1.5282 -0.2 0.2 -1.0
H -4.4356 -0.5900 0.3781 0.3 0.6 -0.6
H -5.0899 2.8986 -2.1304 0.4 -0.4 0.2
H -1.5776 1.0273 -4.4203 0.3 -0.3 0.2
H 0.7507 0.8827 -5.4176 -0.1 0.0 0.5
H 2.6850 0.8395 -3.7580 -0.8 0.0 0.2
H 2.2340 0.7322 -1.3718 -0.6 -0.1 -0.5
O 0.5661 -3.7231 1.2507 -0.7 0.3 0.5
Cl -0.5081 -2.7847 1.5963 1.2 0.5 2.4
O -1.4263 -3.3266 2.6044 0.8 0.0 -0.8
O -1.9447 -0.9892 -0.4852 0.4 -0.5 0.4
O 0.2249 -1.4530 2.3524 -1.4 -2.1 -1.8
N 5.2474 -0.2525 1.2395 0.0 0.6 0.4
C 5.1373 -1.4228 0.5830 1.0 -1.2 -0.4
O 6.1112 -2.1429 0.3513 -1.0 0.8 0.2
C 3.7798 -1.8020 0.0814 -0.3 -0.4 -0.2
C 3.6888 -2.9047 -0.7971 0.7 0.3 0.2
C 2.4698 -3.2174 -1.3560 -0.3 -0.1 -0.4
C 1.3666 -2.4255 -1.0461 0.1 0.0 0.2
N 1.4364 -1.4368 -0.1505 0.3 -0.2 -0.2
C 2.6078 -1.1423 0.4294 -0.1 0.0 -0.1
H 6.1535 -0.0201 1.6220 -0.2 -0.1 0.0
H 4.4416 0.2544 1.5741 0.3 -0.1 -0.1
H 4.6099 -3.4786 -1.0328 -0.8 0.5 0.3
H 2.3590 -4.0622 -2.0411 0.0 0.4 0.3
H 0.3751 -2.6073 -1.4701 0.3 0.0 0.0
H 2.5523 -0.3460 1.1920 0.1 -0.5 -0.4
```
Positions in Å, forces in eV/Å.

The multiplicity is 4. The total energy comes out at -96515.155 eV. The value obtained for the relative energy (zero: lowest compared OMol25 entry of this formula, charge and spin) is 0.000 eV.

Atomic partial charges in e from the Löwdin method, atoms 1 to 8: Co 0.71; C -0.07; O -0.27; C -0.16; C -0.18; O -0.25; C -0.08; H 0.10


Record 2
Entry from OMol25: one molecule with the formula C21H22ClN7O2 (wB97M-V/def2-TZVPD).

The geometry in XYZ format:
```
53
Properties=species:S:1:pos:R:3:forces:R:3
C 5.3404 2.0169 -0.6138 -0.2 0.1 0.0
C 4.1986 2.9483 -0.2311 0.2 -0.3 -0.1
C 2.8453 2.2563 -0.3418 0.2 0.6 0.2
O 2.7020 1.1336 -0.7687 -0.1 -0.3 -0.1
N 1.8285 3.0631 0.0818 0.0 0.4 0.2
C 0.4537 2.8059 0.1211 -0.4 -0.2 -0.1
C -0.0887 1.5479 -0.1204 0.2 0.1 0.0
C -1.4541 1.3527 -0.0693 -0.1 0.1 0.0
C -2.3134 2.4070 0.2294 0.6 -0.1 0.0
N -3.7007 2.2726 0.2791 -0.4 0.4 0.1
C -4.4622 1.1680 0.1762 -0.6 -0.5 0.0
N -5.7932 1.3890 0.1711 -0.1 0.4 0.1
C -6.5162 0.3041 0.0292 0.7 0.0 0.0
Cl -8.2076 0.5238 -0.0015 -0.6 0.1 0.0
N -6.0906 -0.9323 -0.0995 -0.1 -0.5 0.0
C -4.7535 -1.0536 -0.0414 -0.5 0.7 -0.1
N -4.2452 -2.2916 -0.1530 -0.2 -0.4 0.0
C -2.8653 -2.5628 -0.1135 0.5 -0.1 0.0
C -2.0689 -1.9980 0.8769 -0.1 -0.3 -0.1
C -0.7030 -2.1900 0.8785 0.1 0.0 0.1
C -0.1057 -2.9605 -0.1157 -0.4 0.0 0.1
N 1.2775 -3.1265 -0.2065 0.1 -0.2 -0.4
C 2.2349 -2.8011 0.7147 0.3 -0.4 -0.3
O 1.9936 -2.3848 1.8243 0.0 0.2 0.3
C 3.6547 -3.0030 0.2140 0.1 0.2 0.2
C 4.3821 -1.6587 0.2407 -0.1 -0.1 -0.1
C -0.9116 -3.5685 -1.0780 0.2 0.0 0.2
C -2.2790 -3.3764 -1.0761 -0.1 0.2 0.1
N -3.9127 -0.0332 0.0938 0.3 0.0 0.0
C -1.7691 3.6674 0.4745 -0.1 -0.2 0.0
C -0.4046 3.8624 0.4231 0.1 -0.1 -0.1
H 5.3843 1.1757 0.0722 0.1 -0.1 0.0
H 6.2892 2.5467 -0.5846 0.1 0.0 0.0
H 5.1835 1.6275 -1.6162 0.0 -0.1 -0.1
H 4.1894 3.8203 -0.8912 0.0 0.1 0.1
H 4.3289 3.3024 0.7945 -0.1 0.1 0.0
H 2.0840 3.9969 0.3735 0.1 -0.2 -0.1
H 0.5616 0.7215 -0.3508 0.0 0.0 0.0
H -1.8609 0.3753 -0.2568 0.1 0.0 0.0
H -4.2370 3.1240 0.3856 0.0 -0.2 -0.1
H -4.8913 -3.0140 -0.4351 0.0 0.1 0.1
H -2.5242 -1.3897 1.6405 0.0 0.0 0.1
H -0.0920 -1.7403 1.6421 0.0 0.0 0.0
H 1.5937 -3.5372 -1.0738 0.1 0.1 0.2
H 3.6682 -3.4223 -0.7930 0.0 -0.1 0.0
H 4.1562 -3.6995 0.8897 -0.1 -0.1 -0.1
H 5.4076 -1.7751 -0.1024 0.1 0.0 0.0
H 3.8732 -0.9366 -0.3938 0.0 0.1 0.0
H 4.3899 -1.2731 1.2572 0.0 0.1 0.1
H -0.4604 -4.1838 -1.8440 0.0 -0.1 -0.1
H -2.8912 -3.8413 -1.8350 -0.1 0.0 -0.1
H -2.4196 4.4987 0.7059 -0.1 0.1 0.0
H 0.0011 4.8457 0.6176 0.0 0.1 0.0
```
Positions in Å, forces in eV/Å.

Its SMILES is CCC(=O)Nc1ccc(Nc2nc(Cl)nc(Nc3ccc(NC(=O)CC)cc3)n2)cc1. The total energy comes out at -49185.390 eV. The value obtained for the relative energy (zero: lowest compared OMol25 entry of this formula, charge and spin) is 0.000 eV.

Atomic partial charges in e from the Löwdin method, atoms 1 to 8: C -0.10; C -0.16; C -0.46; O 0.07; N 0.12; C -0.22; C 0.01; C 0.00


Record 3
Entry from OMol25: C21H22F2IN4PtS as an isolated structure at a distorted geometry (wB97M-V/def2-TZVPD).

The geometry in XYZ format:
```
52
Properties=species:S:1:pos:R:3:forces:R:3
Pt 0.0503 0.2548 0.4088 -0.5 2.0 -2.9
F 3.7427 -3.4561 0.5515 0.0 0.0 0.0
C 2.5233 -3.1404 0.1809 -0.1 0.0 -0.1
C 2.0862 -1.8280 0.4000 0.2 0.2 0.2
C 0.8067 -1.5464 0.0233 0.3 -0.5 0.6
C -0.0676 -2.4566 -0.5539 -0.3 0.0 -0.1
C 0.4303 -3.7429 -0.7575 0.2 -0.2 -0.1
F -0.3531 -4.6576 -1.3082 -0.1 0.1 0.0
C 1.7178 -4.0998 -0.4062 0.0 0.0 0.0
C -1.3953 -1.9452 -0.8050 0.0 0.0 0.1
C -2.4928 -2.6013 -1.3442 -0.2 0.0 0.0
C -3.7048 -1.9396 -1.4413 0.0 0.0 0.0
C -3.8242 -0.6220 -0.9996 0.0 -0.1 -0.1
C -2.7137 -0.0012 -0.4849 0.1 0.2 0.0
N -1.5377 -0.6496 -0.4080 0.0 -0.4 0.4
H 2.7579 -1.1113 0.8618 0.0 0.0 0.0
H 2.0786 -5.1060 -0.5766 0.0 0.0 0.0
H -2.4084 -3.6318 -1.6546 0.1 0.0 0.0
H -4.5634 -2.4542 -1.8541 0.0 0.0 0.0
H -4.7617 -0.0867 -1.0494 0.0 0.0 0.0
H -2.7437 1.0232 -0.1343 0.1 0.0 0.0
I 0.3315 2.9273 1.0166 0.2 0.0 0.3
C -0.1823 1.8508 2.7572 -0.1 -0.1 0.1
C -0.2675 2.3697 4.0191 0.0 0.0 0.1
C -0.5389 1.4639 5.0492 0.0 0.0 0.0
C -0.7293 0.1203 4.7622 0.0 0.0 0.0
C -0.6520 -0.3104 3.4511 -0.1 0.0 -0.1
N -0.3771 0.5565 2.4600 0.2 -0.6 0.0
H -0.1232 3.4236 4.2135 0.0 0.0 0.0
H -0.5903 1.8193 6.0707 0.0 0.0 0.0
H -0.9389 -0.5948 5.5460 0.0 0.0 0.0
H -0.8121 -1.3427 3.1705 0.1 0.0 0.0
C 2.8761 -0.3187 -4.8758 -0.1 -0.1 -0.1
C 1.7501 -0.9656 -4.0765 0.2 0.1 0.2
N 0.4696 -0.2369 -4.2222 0.1 -0.1 -0.1
C -0.0557 0.6444 -3.3981 -0.5 -0.6 0.4
S 0.8052 0.9991 -1.8846 0.4 -0.1 1.2
N -1.1741 1.2820 -3.6980 -0.2 0.1 0.1
C -1.7918 2.4007 -2.9619 0.2 0.1 0.1
C -1.4650 3.7503 -3.5878 -0.1 0.0 -0.1
H 3.8379 -0.6342 -4.4738 0.0 0.0 0.0
H 2.8218 0.7698 -4.8333 0.1 0.0 0.1
H 2.8501 -0.6224 -5.9213 -0.1 0.1 0.0
H 1.9955 -0.9806 -3.0173 -0.1 0.0 0.0
H 1.5768 -1.9933 -4.3901 -0.1 0.0 0.0
H 0.0237 -0.3415 -5.1281 0.0 0.1 0.0
H -1.5716 1.1027 -4.6138 0.0 0.0 0.0
H -1.4156 2.3563 -1.9413 0.0 -0.1 0.0
H -2.8664 2.2263 -2.9348 0.0 -0.1 0.0
H -0.4141 3.8130 -3.8715 0.0 0.0 0.1
H -1.6800 4.5485 -2.8778 0.0 0.0 0.0
H -2.0718 3.9363 -4.4729 0.0 0.0 -0.1
```
Positions in Å, forces in eV/Å.

The total energy comes out at -55684.220 eV. The total charge is +3. The value obtained for the relative energy (zero: lowest compared OMol25 entry of this formula, charge and spin) is 1.343 eV.

Atomic partial charges in e from the Löwdin method, atoms 1 to 8: Pt 1.02; F 0.16; C -0.24; C 0.01; C -0.27; C -0.12; C -0.19; F 0.14


Record 4
Entry from OMol25: one molecule with the formula C21H22FN3O2S at a distorted geometry (wB97M-V/def2-TZVPD).

The geometry in XYZ format:
```
50
Properties=species:S:1:pos:R:3:forces:R:3
C 0.5966 0.5161 -4.6861 0.0 1.0 -0.1
C -0.0997 0.0857 -3.4472 -1.0 -2.1 1.1
N 0.8101 -0.6799 -2.5907 0.2 1.2 1.2
C 1.0221 -0.5186 -1.2443 -0.8 -0.4 -2.9
N 1.8297 -1.3422 -0.7086 0.2 0.0 0.5
C 1.9360 -1.0843 0.6291 1.5 -2.2 0.4
O 2.7583 -1.7270 1.2531 -0.5 0.9 1.1
C 0.8837 -0.1507 1.2208 -0.3 -0.3 1.1
C -0.2106 -1.0487 1.9177 0.5 0.0 0.7
C 1.3894 0.9418 2.1528 -0.3 0.7 0.2
C 0.4360 1.8517 2.6948 2.0 -0.2 -0.3
C 0.8647 2.9389 3.4401 0.7 -0.5 -0.1
C 2.2254 3.1715 3.6906 -0.6 0.1 0.1
C 2.6379 4.2850 4.6361 -0.6 -0.5 0.3
C 2.8401 3.6877 6.0817 0.5 -0.1 -0.3
C 1.6761 2.9304 6.6556 -2.4 0.0 -0.6
N 1.5493 1.5720 6.6001 1.1 -0.4 -0.6
O 0.7054 3.4982 7.1041 -0.3 1.6 0.7
C 3.1402 2.2824 3.1461 -0.9 0.0 0.3
C 2.7425 1.1876 2.4019 -0.2 -0.5 -0.1
S 0.2244 0.6671 -0.2397 -0.6 0.4 -0.7
C -1.2281 -0.9221 -3.7754 -0.6 0.3 -0.6
C -0.9792 -2.0983 -4.4804 0.2 -0.6 0.1
C -1.9887 -3.0100 -4.8104 0.4 1.9 0.5
C -3.2922 -2.7126 -4.5168 0.7 1.8 1.2
F -4.2205 -3.5429 -4.9399 -1.1 -0.5 -0.1
C -3.5934 -1.5618 -3.7591 -0.2 -0.2 -0.3
C -2.5551 -0.6821 -3.4210 0.1 -1.0 0.0
H -0.1567 0.9635 -5.3255 0.2 0.2 -0.4
H 1.3693 1.2312 -4.4294 0.1 0.3 -0.1
H 1.0843 -0.2911 -5.1961 0.1 -0.6 -0.3
H -0.5136 0.9378 -2.8719 0.3 -0.4 -0.3
H 1.1690 -1.5583 -2.9621 0.0 0.5 0.3
H -1.0577 -0.4282 2.2413 0.2 -0.2 -0.3
H -0.5738 -1.8394 1.2432 0.2 0.3 0.2
H 0.1984 -1.5239 2.8610 -0.2 0.5 -1.2
H -0.5945 1.7610 2.4743 -0.9 -0.3 -0.1
H 0.1433 3.5852 3.8846 -0.5 0.5 0.2
H 3.4938 4.8187 4.1908 0.1 -0.4 0.8
H 1.8377 5.0291 4.7067 0.0 -0.2 -0.1
H 3.0381 4.4493 6.8234 0.2 0.4 0.0
H 3.6485 2.9868 6.0978 1.0 -0.2 -0.2
H 2.0860 1.1751 5.8471 -0.1 -0.7 0.0
H 0.5785 1.2669 6.7238 0.8 0.2 -0.2
H 4.1744 2.3582 3.3488 1.0 0.4 0.2
H 3.5435 0.5193 2.0876 -0.5 -0.1 -0.2
H 0.0324 -2.4234 -4.7299 -0.1 0.3 -0.1
H -1.7854 -3.8719 -5.3540 0.5 -1.4 -0.8
H -4.6304 -1.3498 -3.4572 0.6 -0.2 -0.2
H -2.7266 0.1277 -2.7504 -0.5 0.7 0.2
```
Positions in Å, forces in eV/Å.

Its SMILES is C[C@H](NC1=NC(=O)[C@@](C)(c2ccc(CCC(N)=O)cc2)S1)c1ccc(F)cc1. The total energy comes out at -44252.704 eV. The value obtained for the relative energy (zero: lowest compared OMol25 entry of this formula, charge and spin) is 2.219 eV.

Atomic partial charges in e from the Löwdin method, atoms 1 to 8: C -0.04; C -0.34; N 0.06; C -0.60; N 0.14; C -0.52; O 0.08; C -0.59